{
  "formula": "C6H14Cl4FNOP",
  "method": "ωB97M-V/def2-TZVPD",
  "elements": ["C", "C", "F", "N", "P", "O", "H", "H", "H", "H", "H", "H", "Cl", "C", "C", "Cl", "H", "H", "H", "H", "Cl", "C", "C", "Cl", "H", "H", "H", "H"],
  "positions_angstrom": [[-1.1784, -1.5204, -0.0509], [0.2421, -2.1285, -0.6059], [0.4379, -3.5810, -0.2370], [1.4605, -1.2745, -0.2984], [1.7329, -1.0969, 1.4542], [1.4531, -2.3954, 2.3128], [-1.8881, -1.3321, -0.9922], [-1.7709, -2.3153, 0.6117], [-1.0953, -0.4857, 0.4934], [0.1503, -2.1397, -1.7962], [0.9971, -0.0160, 2.0770], [3.1574, -0.7851, 1.6205], [2.7646, 1.2513, -1.6627], [2.8672, 0.2753, -3.1493], [1.8727, 0.7307, -4.2051], [0.1891, 0.3839, -3.7376], [2.7149, -0.7741, -2.8778], [3.8877, 0.3835, -3.5287], [2.0564, 0.1984, -5.1431], [1.9561, 1.8044, -4.4012], [-4.3354, 0.7723, 2.1341], [-3.3767, 1.6004, 3.3864], [-2.1483, 2.2858, 2.8096], [-0.9350, 1.1168, 2.2311], [-3.1064, 0.8639, 4.1497], [-4.0342, 2.3430, 3.8483], [-1.6625, 2.8897, 3.5818], [-2.4088, 2.9454, 1.9756]],
  "atomic_forces_ev_per_a": [[-1.1, -0.9, -0.4], [1.1, 1.9, -0.7], [-0.8, 2.1, -0.5], [-1.6, -1.2, 2.9], [-1.0, -4.8, -1.5], [0.6, 3.3, -1.4], [1.5, -0.4, 1.9], [1.4, 1.8, -1.2], [0.1, -2.5, -1.2], [0.3, -0.2, 2.6], [0.9, -0.3, -0.5], [-1.1, 0.4, -0.4], [0.1, 0.2, -0.3], [0.0, -0.1, 0.0], [0.3, 0.0, -0.1], [0.0, 0.1, 0.0], [-0.2, 0.2, 0.2], [-0.2, 0.1, 0.0], [0.0, 0.0, 0.2], [-0.1, -0.2, 0.2], [0.0, 0.0, 0.0], [0.1, 0.2, 0.2], [-0.1, 0.1, 0.0], [-0.4, 0.6, 0.4], [0.0, 0.1, -0.3], [0.1, -0.1, -0.1], [-0.1, -0.1, 0.0], [0.0, -0.2, 0.1]],
  "nbo_charge": [-0.6851, 0.3353, -0.4430, -1.1164, 1.5585, -1.1501, 0.1862, 0.2160, 0.2214, 0.1371, -0.1461, -0.1130, -0.0406, -0.3973, -0.3851, -0.0548, 0.2527, 0.2055, 0.2085, 0.2104, -0.0588, -0.3867, -0.4029, -0.0182, 0.2255, 0.2095, 0.2142, 0.2176],
  "spin_multiplicity": 1,
  "charge": -1,
  "orbital_gap_ev": 6.364,
  "total_energy_ev": -72082.3553,
  "e_above_lowest_kcal_mol": 55.7,
  "e_homo_ev": -3.668,
  "mol_weight_g_mol": 308.0
}

{
  "formula": "C14H27BF3N3O4",
  "method": "ωB97M-V/def2-TZVPD",
  "elements": ["N", "C", "C", "C", "O", "C", "F", "F", "F", "C", "C", "N", "B", "N", "O", "H", "H", "H", "H", "H", "H", "H", "C", "C", "O", "C", "C", "H", "H", "H", "H", "H", "H", "H", "H", "H", "H", "C", "C", "O", "C", "C", "H", "H", "H", "H", "H", "H", "H", "H", "H", "H"],
  "positions_angstrom": [[-0.0808, -1.4928, 1.8138], [-0.2349, -0.4626, 1.2846], [-0.5078, 0.8259, 0.6907], [-1.5293, 0.7125, -0.4339], [-2.7976, 0.3746, 0.1376], [-3.6418, 1.4012, 0.2271], [-3.9395, 1.9291, -0.9588], [-3.1415, 2.4112, 0.9621], [-4.7562, 0.9897, 0.7982], [0.7798, 1.5492, 0.2542], [1.1565, 1.2184, -1.1060], [1.5210, 1.0596, -2.1906], [0.5634, 3.1439, 0.4334], [0.6749, 3.6813, 1.7608], [0.3148, 3.9636, -0.6485], [-0.9638, 1.4219, 1.4664], [-1.2530, -0.0966, -1.0888], [-1.5523, 1.6320, -1.0004], [1.6032, 1.2530, 0.8935], [0.7944, 2.9524, 2.4511], [-0.1673, 4.1871, 2.0177], [-0.6286, 4.0515, -0.7865], [5.7291, -0.2536, 3.8122], [4.4075, -0.0246, 3.0998], [4.3441, 1.1954, 2.3810], [5.3018, 1.3618, 1.3473], [5.2161, 0.3053, 0.2610], [5.9397, 0.5678, 4.4980], [5.6920, -1.1831, 4.3804], [6.5640, -0.3246, 3.1141], [3.6060, 0.0303, 3.8365], [4.1706, -0.8687, 2.4430], [6.3135, 1.4130, 1.7640], [5.0940, 2.3411, 0.9163], [5.4223, -0.6966, 0.6391], [5.9334, 0.5137, -0.5329], [4.2167, 0.2906, -0.1774], [-3.2886, -4.4766, -2.6503], [-3.1297, -3.2556, -1.7610], [-2.9914, -2.0387, -2.4732], [-4.0691, -1.6780, -3.3172], [-5.3920, -1.5078, -2.5898], [-2.4417, -4.5644, -3.3317], [-3.3425, -5.3789, -2.0411], [-4.1959, -4.4291, -3.2539], [-2.2164, -3.3541, -1.1739], [-3.9556, -3.1874, -1.0445], [-4.1672, -2.3954, -4.1392], [-3.7804, -0.7277, -3.7667], [-5.7295, -2.4365, -2.1287], [-6.1641, -1.1836, -3.2881], [-5.3001, -0.7600, -1.8005]],
  "atomic_forces_ev_per_a": [[-0.2, 2.2, -1.2], [0.2, -2.9, 1.5], [0.1, 0.4, -0.1], [0.3, -0.4, 0.4], [0.1, -0.1, -0.3], [-0.2, -0.3, 0.1], [-0.2, 0.2, -0.5], [0.2, 0.4, 0.3], [-0.3, -0.1, 0.1], [0.1, 0.5, -0.3], [0.7, 0.0, -1.1], [-0.4, -0.1, 0.8], [0.7, 0.3, 0.4], [-1.1, -1.1, -0.5], [-0.3, -0.4, 0.3], [-0.2, 0.2, 0.4], [-0.1, -0.2, -0.4], [-0.2, 0.3, -0.2], [0.2, -0.1, 0.3], [0.3, 0.1, 0.3], [0.5, 0.7, 0.1], [-0.3, 0.4, -0.4], [0.1, 0.1, -0.1], [0.0, -0.2, 0.0], [-0.2, 0.2, 0.0], [0.1, 0.0, -0.1], [-0.1, -0.1, 0.0], [0.0, 0.0, 0.0], [0.0, 0.0, 0.0], [0.0, -0.1, 0.0], [0.0, 0.1, 0.0], [0.0, 0.0, 0.0], [0.0, -0.1, 0.0], [-0.1, 0.0, 0.1], [0.1, 0.0, 0.0], [0.0, 0.0, 0.0], [0.0, 0.0, 0.0], [0.0, 0.1, -0.1], [0.0, -0.1, 0.1], [0.2, 0.2, 0.0], [-0.1, 0.0, 0.0], [0.0, 0.0, 0.1], [0.0, 0.0, 0.0], [0.0, 0.0, 0.0], [0.0, 0.0, 0.1], [0.0, 0.1, 0.0], [0.0, 0.0, 0.0], [0.0, 0.0, 0.0], [0.1, 0.0, 0.0], [0.0, 0.0, -0.1], [0.0, 0.0, 0.0], [0.0, 0.0, 0.0]],
  "nbo_charge": [-0.2902, 0.2776, -0.3369, -0.0721, -0.4988, 1.1635, -0.3251, -0.3458, -0.2978, -0.6629, 0.2908, -0.3101, 1.0863, -1.0543, -0.9029, 0.2611, 0.2402, 0.2027, 0.2919, 0.3792, 0.3948, 0.5018, -0.6446, -0.0653, -0.5451, -0.0653, -0.6453, 0.2119, 0.2177, 0.2041, 0.1858, 0.1637, 0.1614, 0.1880, 0.2046, 0.2203, 0.2122, -0.6445, -0.0648, -0.5436, -0.0626, -0.6440, 0.2134, 0.2170, 0.2021, 0.1909, 0.1608, 0.1609, 0.1860, 0.2046, 0.2161, 0.2103],
  "spin_multiplicity": 1,
  "charge": 0,
  "orbital_gap_ev": 9.917,
  "total_energy_ev": -36446.0985,
  "e_homo_ev": -9.775,
  "smiles": "N#C[C@H](COC(F)(F)F)[C@@H](C#N)B(N)O.CCOCC.CCOCC",
  "mol_weight_g_mol": 369.2
}

{
  "formula": "C3H8NO2",
  "method": "ωB97M-V/def2-TZVPD",
  "elements": ["O", "C", "N", "C", "C", "O", "H", "H", "H", "H", "H", "H", "H", "H"],
  "positions_angstrom": [[-2.3078, 0.6232, 0.2297], [-1.6972, -0.3278, -0.4252], [-0.4727, -0.7014, -0.1754], [0.2557, -0.0289, 0.8740], [1.5406, 0.5496, 0.1117], [1.7954, -0.2362, -1.1057], [-3.2158, 0.6009, -0.0813], [-2.1142, -0.7875, -1.2340], [-0.2106, -1.5033, -0.7301], [0.3812, -0.7131, 1.6928], [-0.2644, 0.8539, 1.1937], [1.1287, 1.5373, -0.0445], [2.4480, 0.5548, 0.7667], [2.7332, -0.4216, -1.0724]],
  "atomic_forces_ev_per_a": [[0.5, -0.9, -0.4], [2.6, 0.6, 1.6], [-3.7, 1.0, 0.3], [2.4, -0.3, -1.1], [-0.2, -1.5, 0.8], [-0.5, 1.3, 1.7], [-0.7, 0.6, 0.1], [-1.8, -1.2, -2.0], [1.1, 0.1, 0.2], [0.5, -0.3, 0.3], [-0.6, -0.1, 0.3], [1.0, 0.5, -1.0], [-0.9, 0.2, -0.5], [0.3, -0.2, -0.3]],
  "nbo_charge": [-0.5790, 0.5396, -0.4419, -0.2696, -0.0736, -0.7296, 0.5290, 0.1945, 0.4629, 0.2358, 0.2368, 0.1855, 0.2132, 0.4964],
  "spin_multiplicity": 1,
  "charge": 1,
  "orbital_gap_ev": 10.670,
  "total_energy_ev": -8817.9743,
  "e_above_lowest_kcal_mol": 45.6,
  "e_homo_ev": -14.813,
  "smiles": "O/C=[NH+]\\CCO",
  "mol_weight_g_mol": 90.1
}

{
  "formula": "C36H50BrN5O4PS2",
  "method": "ωB97M-V/def2-TZVPD",
  "elements": ["O", "C", "O", "C", "C", "C", "C", "P", "Br", "C", "C", "C", "O", "C", "C", "C", "S", "C", "S", "N", "C", "C", "O", "C", "C", "H", "H", "H", "H", "H", "H", "H", "H", "H", "H", "H", "H", "H", "H", "H", "H", "H", "H", "H", "H", "H", "H", "H", "H", "H", "H", "H", "H", "H", "H", "N", "C", "C", "C", "C", "C", "H", "H", "H", "H", "H", "N", "C", "C", "C", "C", "C", "H", "H", "H", "H", "H", "N", "C", "C", "C", "C", "C", "H", "H", "H", "H", "H", "N", "C", "C", "C", "C", "C", "H", "H", "H", "H", "H"],
  "positions_angstrom": [[1.7052, 6.4053, 1.3873], [2.5543, 6.1287, 0.6108], [3.0456, 4.8762, 0.5112], [3.4755, 4.4480, -0.7897], [2.2737, 4.0396, -1.6546], [2.1232, 2.5331, -1.9363], [0.8960, 1.8976, -1.2232], [1.3139, 0.9439, 0.2321], [2.6002, -0.6751, -0.3658], [2.2724, 2.0102, 1.3221], [2.3375, 1.6115, 2.8008], [3.2039, 2.6188, 3.5534], [4.5788, 2.5184, 3.2283], [-0.1134, 0.2021, 1.0780], [-1.4899, 0.7088, 0.5996], [-1.9397, -0.0055, -0.6645], [-3.5304, 0.4970, -1.3338], [-3.0748, 2.2059, -1.7251], [-2.0597, 2.4947, -2.9800], [-3.6498, 3.2053, -1.0001], [-4.6574, 2.8686, 0.0241], [-5.2510, 4.1505, 0.5747], [-4.2843, 4.9898, 1.1998], [-2.9529, 4.6570, 0.8800], [-2.7914, 4.3442, -0.5967], [3.0402, 6.8487, -0.0685], [4.1584, 3.6173, -0.6140], [4.0598, 5.2375, -1.2697], [2.3518, 4.5619, -2.6084], [1.3738, 4.4215, -1.1667], [3.0433, 1.9975, -1.6923], [1.9781, 2.3833, -3.0017], [0.2501, 2.6995, -0.8556], [0.3263, 1.2785, -1.9116], [1.8394, 3.0106, 1.2269], [3.2827, 2.0108, 0.9064], [2.7897, 0.6198, 2.9138], [1.3476, 1.6034, 3.2584], [3.0534, 2.5112, 4.6315], [2.8908, 3.6297, 3.2803], [4.7913, 1.6204, 2.9538], [0.0161, 0.4181, 2.1382], [-0.0557, -0.8778, 0.9331], [-1.4931, 1.7934, 0.4602], [-2.2139, 0.4906, 1.3873], [-2.0876, -1.0738, -0.4731], [-1.2021, 0.0778, -1.4646], [-5.4648, 2.3147, -0.4524], [-4.2471, 2.2379, 0.8157], [-6.0229, 3.9119, 1.3070], [-5.7216, 4.7062, -0.2432], [-2.3439, 5.5299, 1.1183], [-2.5979, 3.8279, 1.5097], [-3.0784, 5.2369, -1.1586], [-1.7558, 4.1377, -0.8674], [4.2689, 2.5076, -4.3667], [4.7861, 1.4973, -5.0650], [6.0263, 1.5462, -5.6830], [6.7737, 2.7075, -5.5768], [6.2493, 3.7697, -4.8574], [5.0013, 3.6176, -4.2750], [4.1741, 0.6048, -5.1368], [6.3918, 0.6926, -6.2366], [7.7445, 2.7853, -6.0481], [6.7926, 4.6983, -4.7506], [4.5649, 4.4352, -3.7095], [-2.6725, -3.1637, -0.5962], [-2.3612, -3.8119, -1.7180], [-2.9801, -4.9832, -2.1216], [-3.9706, -5.5170, -1.3141], [-4.2962, -4.8623, -0.1357], [-3.6239, -3.6918, 0.1749], [-1.5657, -3.3778, -2.3134], [-2.6772, -5.4680, -3.0386], [-4.4730, -6.4347, -1.5901], [-5.0520, -5.2512, 0.5329], [-3.8551, -3.1470, 1.0845], [0.3818, -5.8870, -1.1931], [1.0589, -7.0271, -1.3141], [1.2619, -7.9127, -0.2651], [0.7371, -7.5995, 0.9783], [0.0312, -6.4149, 1.1209], [-0.1179, -5.6014, 0.0077], [1.4575, -7.2430, -2.2992], [1.8174, -8.8266, -0.4251], [0.8718, -8.2673, 1.8192], [-0.4039, -6.1315, 2.0700], [-0.6646, -4.6679, 0.0842], [-3.0177, -6.2421, 3.8232], [-2.8471, -5.0623, 3.2302], [-2.6335, -3.8806, 3.9241], [-2.6002, -3.9228, 5.3097], [-2.7795, -5.1433, 5.9386], [-2.9829, -6.2699, 5.1530], [-2.8827, -5.0703, 2.1475], [-2.4989, -2.9501, 3.3868], [-2.4395, -3.0228, 5.8893], [-2.7637, -5.2267, 7.0165], [-3.1253, -7.2413, 5.6128]],
  "atomic_forces_ev_per_a": [[-0.4, 0.2, 0.5], [0.5, 0.0, -0.4], [-0.1, -0.3, 0.0], [0.1, 0.1, 0.0], [0.3, 0.0, -0.1], [-0.4, 0.0, 0.2], [0.5, 0.1, 0.0], [0.0, 0.0, 0.1], [0.1, -0.2, 0.0], [-0.2, -0.3, 0.2], [0.3, 0.2, -0.1], [-0.1, 0.1, 0.1], [0.0, 0.1, -0.3], [-0.3, 0.2, -0.2], [-0.2, -0.1, 0.0], [0.2, -0.2, -0.3], [-0.3, 0.2, 0.2], [-0.5, 0.4, -0.4], [0.4, 0.0, 0.1], [0.7, -1.0, 1.1], [-0.3, 0.2, -0.2], [0.1, 0.1, -0.1], [0.0, -0.1, 0.1], [0.1, -0.1, 0.0], [-0.4, 0.7, -0.6], [-0.1, 0.0, -0.1], [0.0, 0.0, 0.0], [-0.1, 0.1, 0.1], [-0.1, 0.0, 0.0], [0.0, 0.1, -0.1], [0.0, 0.0, -0.1], [0.1, 0.0, 0.0], [-0.3, -0.2, -0.1], [-0.1, 0.0, 0.1], [0.1, 0.0, -0.1], [0.0, 0.3, -0.1], [-0.2, -0.1, 0.0], [0.0, 0.0, 0.0], [0.0, -0.1, 0.0], [0.0, 0.0, 0.1], [0.0, 0.0, 0.2], [0.1, -0.1, 0.0], [0.1, 0.0, 0.1], [0.0, 0.0, 0.0], [0.0, 0.1, 0.1], [0.1, 0.0, 0.0], [0.0, 0.0, 0.0], [0.0, -0.1, 0.0], [0.1, 0.0, 0.0], [0.0, 0.0, 0.0], [0.0, 0.0, 0.0], [0.0, 0.0, 0.0], [0.0, 0.0, -0.1], [0.0, 0.0, -0.1], [0.0, -0.1, 0.1], [0.1, 0.1, 0.0], [0.0, 0.0, 0.0], [0.0, 0.0, 0.0], [0.0, 0.0, 0.0], [0.0, 0.0, 0.0], [0.0, 0.0, 0.0], [0.0, 0.0, 0.0], [0.0, 0.0, 0.0], [0.0, 0.0, 0.0], [0.0, 0.0, 0.0], [0.0, 0.0, 0.0], [0.0, -0.1, 0.1], [0.0, 0.1, -0.1], [0.0, 0.0, 0.0], [0.0, 0.0, 0.0], [0.0, 0.0, 0.0], [0.0, 0.1, -0.1], [0.0, 0.0, 0.0], [0.0, 0.0, 0.0], [0.0, 0.0, 0.0], [0.0, 0.0, 0.0], [0.0, 0.0, 0.0], [0.0, 0.0, 0.0], [0.0, 0.0, 0.0], [0.0, 0.0, 0.0], [0.0, 0.0, 0.0], [0.0, 0.0, 0.0], [0.0, 0.0, 0.1], [0.0, 0.0, 0.0], [0.0, 0.0, 0.0], [0.0, 0.0, 0.0], [0.0, 0.0, 0.0], [0.0, 0.0, 0.0], [0.0, 0.0, 0.0], [0.0, -0.1, 0.1], [0.0, 0.0, 0.0], [0.0, 0.0, 0.0], [0.0, 0.0, 0.0], [0.0, 0.0, 0.0], [0.1, 0.0, 0.0], [0.0, 0.0, 0.0], [0.0, 0.0, 0.0], [0.0, 0.0, 0.0], [0.0, 0.0, 0.0]],
  "mulliken_charge": [-0.4353, 0.0595, -0.1713, -1.0348, -0.4557, -0.7665, 0.5293, 0.5639, -0.2193, -0.1505, -1.0368, -0.5732, -0.5039, -0.8506, -0.0969, 0.4083, -0.2300, 0.1282, -0.2004, 0.1452, -0.6166, -0.7356, -0.3988, -0.4811, -0.4231, 0.3978, 0.4013, 0.3897, 0.5545, 0.1888, 0.4306, 0.4413, -0.7882, 0.4650, 0.4150, 0.4692, 0.3450, 0.4408, 0.3330, 0.2836, 0.3262, 0.3440, 0.5245, -0.4535, 0.7769, -0.6367, 0.3723, 0.5881, 0.2744, 0.3780, 0.3177, 0.4021, 0.2695, 0.4074, 0.0654, -0.1962, -0.1270, -0.6358, -0.1216, -0.7707, 0.0617, 0.3809, 0.3669, 0.3895, 0.3690, 0.2749, -0.0727, -0.4177, -0.5794, -0.2125, -0.6483, -0.5436, 0.3670, 0.4456, 0.4098, 0.4056, 0.6585, -0.4158, -0.3119, -0.3416, -0.3343, -0.5013, -0.0594, 0.3820, 0.3774, 0.4036, 0.2998, 0.4963, -0.5159, -0.2846, -0.3800, -0.4604, -0.3354, -0.3163, 0.7181, 0.4498, 0.3810, 0.3785, 0.3883],
  "spin_multiplicity": 1,
  "charge": 1,
  "orbital_gap_ev": 7.913,
  "total_energy_ev": -154778.4824,
  "e_homo_ev": -10.588,
  "mol_weight_g_mol": 791.8
}